The following is a DFT calculation (wB97M-V/def2-TZVPD) of C36H41MgN10P2S as an isolated structure.

The total energy is -87737.4502 eV. For the lowest unoccupied orbital energy, the calculation gives -6.8084 eV. Its energy above the lowest of the compared OMol25 structures with the same formula, charge and spin is 23.7 kJ/mol. The orbital gap is 8.959 eV. Its charge is +3.

```
91
Properties=species:S:1:pos:R:3:forces:R:3
Mg 0.518530 1.858663 -0.045077 -0.247 0.354 -0.042
N 3.214185 0.518488 0.758011 -0.034 0.069 -0.082
P 2.597340 0.601501 -0.840502 0.027 -0.072 0.137
C 3.840567 1.490256 -1.787749 0.076 -0.032 0.024
C 3.420668 2.114194 -2.960391 0.009 0.019 -0.043
C 4.346268 2.733375 -3.787312 -0.015 -0.003 0.021
C 5.688489 2.740300 -3.439152 0.022 0.003 -0.001
C 6.111857 2.127574 -2.265923 -0.034 0.010 -0.021
C 5.192230 1.496951 -1.445101 0.035 0.014 -0.002
C 2.658593 -1.094059 -1.472270 0.050 0.003 -0.021
C 1.675289 -1.494748 -2.374557 -0.029 -0.023 0.003
C 1.764694 -2.730528 -3.003398 0.025 -0.014 0.027
C 2.835842 -3.571446 -2.727055 -0.022 -0.002 -0.001
C 3.815110 -3.180124 -1.821052 -0.003 0.025 0.020
C 3.729449 -1.943462 -1.198522 0.009 -0.050 -0.037
C 2.553311 0.925559 1.903425 -0.036 -0.096 -0.115
C 3.226371 0.885324 3.132195 -0.011 -0.017 0.007
C 2.561582 1.260727 4.270040 0.013 0.006 0.090
C 1.225060 1.672060 4.192286 0.031 -0.028 0.011
C 0.640349 1.691729 2.959321 -0.051 -0.027 -0.113
N 1.276700 1.330270 1.814161 0.176 0.068 0.223
H 4.193171 0.320230 0.904165 0.001 -0.035 -0.003
H 2.371527 2.125088 -3.236180 -0.005 -0.019 0.012
H 4.019419 3.215545 -4.698350 -0.003 -0.004 -0.004
H 6.410544 3.224579 -4.082524 -0.003 0.009 0.002
H 7.158436 2.139642 -1.994290 0.003 -0.009 -0.003
H 5.554799 1.017966 -0.543229 -0.016 -0.002 0.009
H 0.846662 -0.834147 -2.609156 0.003 0.013 0.017
H 1.019426 -3.023676 -3.731753 -0.007 0.001 -0.004
H 2.920440 -4.524810 -3.231959 0.003 0.000 -0.008
H 4.657289 -3.828127 -1.618499 -0.003 -0.007 0.004
H 4.517762 -1.645548 -0.517298 0.002 0.016 0.000
H 4.258457 0.563418 3.169544 0.003 0.000 -0.003
H 3.071617 1.236577 5.224215 -0.005 0.010 0.000
H 0.671978 1.970137 5.070319 -0.001 0.002 0.000
H -0.391248 2.007213 2.845566 0.005 0.020 -0.025
N -9.550286 -1.837220 1.087046 -0.014 -0.008 0.002
C -8.532869 -1.403017 0.782222 0.100 0.043 -0.023
C -7.244027 -0.877918 0.411243 -0.100 -0.046 0.029
C -6.132266 -1.175990 1.195525 0.025 -0.003 0.013
C -4.886435 -0.694094 0.833855 -0.056 -0.029 0.023
C -4.769046 0.102516 -0.295562 0.152 0.073 -0.059
C -5.868088 0.419688 -1.075109 -0.080 -0.025 0.021
C -7.110563 -0.082959 -0.723205 0.011 0.030 -0.036
N -3.476967 0.617939 -0.657892 -0.067 -0.045 -0.029
C -2.983090 0.777573 -1.935533 -0.098 -0.002 0.045
C -1.746073 1.312505 -1.797288 0.014 0.062 0.094
N -1.466533 1.483873 -0.447137 0.011 -0.216 -0.320
C -2.536993 1.051402 0.194919 0.021 0.088 0.152
H -6.252366 -1.784844 2.081055 0.002 -0.004 -0.004
H -4.017275 -0.936092 1.433403 0.007 0.013 -0.008
H -5.771637 1.067596 -1.935792 0.010 0.003 -0.001
H -7.980937 0.153077 -1.319524 -0.002 -0.002 0.003
H -3.552095 0.505908 -2.806875 0.005 -0.009 -0.005
H -1.059679 1.614926 -2.571717 0.027 -0.013 0.015
H -2.692132 1.081859 1.261036 0.029 -0.031 0.004
S 1.198583 4.006781 -0.999773 0.022 0.093 0.050
C 0.384566 5.432366 -0.477249 0.031 -0.155 -0.085
N 0.137098 6.439330 -1.294663 0.007 -0.006 0.013
C -0.505736 7.574778 -0.621427 0.034 -0.020 0.017
C -0.482142 7.127661 0.857609 0.019 -0.007 -0.040
N -0.025373 5.730910 0.754352 -0.051 -0.066 0.015
H 0.343998 6.394590 -2.278729 -0.016 0.021 -0.003
H -1.517978 7.710942 -0.996858 -0.011 -0.004 0.003
H 0.060683 8.487368 -0.788207 -0.018 0.016 0.000
H -1.464169 7.177065 1.319888 0.000 0.018 0.004
H 0.221402 7.709824 1.450171 0.004 0.005 0.002
H 0.284672 5.195500 1.545475 0.030 0.024 0.033
C -0.209101 -5.450070 0.388613 -0.108 0.004 -0.020
N -1.557322 -4.700892 0.306274 0.016 0.053 -0.017
C -2.121984 -4.583858 1.733868 -0.005 -0.024 -0.073
N -1.189424 -3.952692 2.596667 0.055 0.033 -0.071
C 0.071754 -4.697842 2.614065 -0.001 -0.006 0.032
N 0.670111 -4.793411 1.283845 -0.024 0.062 -0.030
C 1.130787 -3.497450 0.775881 0.050 -0.047 0.036
P -0.226949 -2.246372 0.607332 -0.030 0.246 0.007
C -1.393744 -3.348357 -0.330718 -0.015 -0.182 -0.021
C -0.985559 -2.534643 2.279303 -0.036 -0.121 0.052
H 0.188932 -5.487849 -0.624648 0.032 -0.008 0.007
H -0.454557 -6.453691 0.735730 0.042 -0.010 0.008
H -2.204449 -5.258370 -0.253994 0.005 -0.010 0.003
H -2.326788 -5.605152 2.054687 -0.003 0.011 0.040
H -3.053529 -4.023745 1.654981 -0.001 0.002 0.037
H -0.119741 -5.703742 2.988975 0.003 -0.003 0.003
H 0.769146 -4.204811 3.288386 0.005 -0.005 0.001
H 1.613930 -3.630504 -0.194251 0.005 -0.013 -0.003
H 1.890060 -3.101691 1.453077 0.005 -0.005 0.006
H -1.013680 -3.504843 -1.341833 -0.007 0.028 -0.008
H -2.383029 -2.892645 -0.402881 0.007 0.011 0.008
H -1.941137 -2.008936 2.350881 -0.009 -0.018 -0.004
H -0.332736 -2.098967 3.038551 0.003 0.000 0.004
```
Forces are in eV/Å.